{
  "formula": "C6H7IN4",
  "method": "the ωB97M-V functional and the def2-TZVPD basis",
  "elements": ["C", "C", "C", "C", "C", "C", "N", "N", "N", "N", "I", "H", "H", "H", "H", "H", "H", "H"],
  "positions_angstrom": [[-1.127, 1.161, 1.163], [-0.659, 1.941, 0.170], [0.922, -2.275, -0.166], [0.879, -1.056, -0.605], [-0.766, 3.504, 0.013], [0.994, -3.663, -0.267], [0.087, 1.270, -0.712], [-0.867, -1.234, 1.383], [0.119, 0.044, -0.217], [-0.644, -0.102, 0.951], [2.139, -0.279, -2.231], [-1.772, 1.333, 2.060], [0.027, 3.675, -0.728], [-1.625, 3.665, -0.606], [-0.834, 4.159, 0.973], [0.004, -4.205, -0.011], [1.893, -4.090, 0.230], [1.230, -3.848, -1.400]],
  "atomic_forces_ev_per_a": [[-1.435, 0.397, 2.321], [-0.275, 3.589, 0.605], [-1.272, 3.999, -0.126], [0.669, -0.939, -0.543], [0.116, -1.533, 0.174], [0.441, -2.816, -1.891], [0.441, -1.008, 0.476], [-0.132, 0.348, 0.971], [0.700, 0.016, -0.647], [-0.651, -1.937, -0.320], [0.503, -0.520, -0.401], [0.817, -0.093, -1.206], [0.283, 0.744, 0.872], [-0.946, 0.366, 0.001], [0.526, -1.467, -1.824], [1.707, 0.827, -0.227], [-0.881, 0.091, 0.119], [-0.609, -0.065, 1.646]],
  "s2": 2.061,
  "spin_multiplicity": 3,
  "fmax_ev_per_a": 4.20,
  "orbital_gap_ev": [7.875, 7.231],
  "homo_energy_ev": [-7.3, -8.6]
}



{
  "formula": "C14H28Cl2NO5",
  "method": "the ωB97M-V functional and the def2-TZVPD basis",
  "elements": ["C", "O", "C", "C", "C", "C", "C", "C", "C", "C", "C", "C", "O", "O", "N", "O", "C", "C", "O", "H", "H", "H", "H", "H", "H", "H", "H", "H", "H", "H", "H", "H", "H", "H", "H", "H", "H", "H", "H", "H", "H", "H", "H", "H", "H", "C", "Cl", "Cl", "H", "H"],
  "positions_angstrom": [[2.346, -3.150, 1.351], [0.904, -2.896, 1.181], [0.444, -1.868, 2.164], [-1.119, -2.166, 2.638], [-2.083, -2.579, 1.358], [-2.580, -1.270, 0.507], [-1.505, -0.806, -0.687], [-2.121, 0.572, -1.326], [-1.324, 1.947, -0.934], [-0.657, 1.973, 0.561], [1.000, 2.159, 0.462], [1.478, 2.636, 1.966], [2.177, 3.800, 2.034], [1.146, 1.902, 3.213], [1.713, 0.936, -0.068], [1.686, 0.903, -1.439], [3.222, 1.062, 0.231], [4.165, 0.252, -0.846], [3.839, -1.191, -0.973], [2.934, -2.221, 1.805], [2.844, -3.364, 0.288], [2.450, -4.111, 2.048], [1.133, -1.900, 3.138], [0.577, -0.781, 1.699], [-1.047, -3.016, 3.459], [-1.543, -1.213, 3.219], [-3.065, -3.050, 1.846], [-1.604, -3.357, 0.627], [-2.713, -0.343, 1.230], [-3.609, -1.438, -0.069], [-1.533, -1.688, -1.490], [-0.405, -0.711, -0.291], [-3.262, 0.659, -1.057], [-2.062, 0.448, -2.512], [-0.521, 2.257, -1.761], [-2.135, 2.822, -0.968], [-0.982, 1.104, 1.274], [-1.034, 2.978, 1.084], [1.151, 3.042, -0.327], [1.064, 0.175, -1.751], [3.457, 0.614, 1.294], [3.567, 2.203, 0.170], [4.254, 0.800, -1.902], [5.273, 0.283, -0.401], [4.625, -1.562, -1.497], [-4.068, 1.819, -4.251], [-5.060, 0.633, -3.394], [-3.633, 3.168, -3.195], [-3.154, 1.331, -4.600], [-4.631, 2.203, -5.106]],
  "atomic_forces_ev_per_a": [[0.615, -0.338, -0.261], [1.184, 1.216, 1.607], [-0.127, 0.810, 0.803], [0.952, -0.092, -0.243], [-1.203, 0.473, 0.768], [0.843, 0.450, -0.422], [-1.207, -0.631, 0.214], [0.669, -0.198, -1.065], [-0.789, 0.790, -0.001], [0.438, 1.126, -0.097], [-1.709, 0.861, 0.289], [1.853, 1.868, 5.300], [-3.339, -5.492, -1.008], [1.212, 2.954, -7.114], [1.748, 0.403, 2.713], [-1.701, -0.532, -2.801], [1.024, -0.318, -0.132], [1.319, 0.818, 0.449], [1.816, 1.071, -1.123], [-1.390, -1.970, -0.898], [-1.305, 0.425, 2.337], [0.038, 2.070, -1.359], [-1.491, 0.015, -2.078], [-0.313, -2.311, 0.937], [-0.370, 1.465, -1.906], [0.944, -1.949, -1.516], [2.081, 0.796, -1.134], [-0.721, 1.462, 1.614], [0.153, -1.923, -1.385], [2.128, 0.167, 1.391], [0.161, 1.944, 1.626], [-2.160, -0.035, -0.648], [2.290, -0.181, -0.422], [-0.256, 0.362, 2.404], [-1.667, -0.945, 1.886], [1.786, -1.929, 0.076], [0.835, 1.517, -1.508], [0.924, -2.220, -1.036], [-0.014, -1.638, 1.875], [1.083, 1.182, 1.101], [-0.696, 1.127, -2.031], [-0.690, -2.377, 0.270], [-0.647, -1.278, 2.238], [-2.268, 0.225, -0.703], [-1.835, 0.728, 1.172], [0.119, 0.056, -0.293], [-0.099, -0.065, -0.176], [-0.076, 0.027, -0.274], [-0.205, 0.095, 0.249], [0.061, -0.082, 0.313]],
  "spin_multiplicity": 1,
  "fmax_ev_per_a": 7.80,
  "charge": -1,
  "orbital_gap_ev": 6.617,
  "homo_energy_ev": -4.3
}



{
  "formula": "C33H33LiNOP3Te",
  "method": "the ωB97M-V functional and the def2-TZVPD basis",
  "elements": ["Li", "Te", "C", "C", "C", "N", "C", "C", "C", "P", "C", "C", "C", "C", "C", "C", "C", "C", "C", "C", "C", "C", "P", "C", "C", "C", "C", "C", "C", "C", "C", "C", "C", "C", "C", "H", "H", "H", "H", "H", "H", "H", "H", "H", "H", "H", "H", "H", "H", "H", "H", "H", "H", "H", "H", "H", "H", "H", "H", "C", "P", "C", "C", "O", "H", "H", "H", "H", "H", "H", "H", "H", "H"],
  "positions_angstrom": [[1.513, 0.912, 0.895], [0.111, -1.491, -0.098], [-1.653, -2.207, -1.091], [-2.043, -1.688, -2.315], [-3.242, -2.098, -2.871], [-4.041, -2.986, -2.302], [-3.634, -3.537, -1.171], [-2.453, -3.196, -0.537], [-0.327, 0.583, 0.273], [-1.391, 1.181, 1.565], [-0.864, 0.362, 3.131], [0.479, 0.151, 3.409], [0.897, -0.348, 4.627], [-0.033, -0.649, 5.608], [-1.378, -0.412, 5.363], [-1.787, 0.098, 4.146], [-2.960, 0.232, 1.386], [-3.067, -1.124, 1.679], [-4.264, -1.787, 1.478], [-5.360, -1.112, 0.966], [-5.264, 0.239, 0.683], [-4.073, 0.909, 0.898], [-0.120, 2.002, -0.780], [1.608, 1.847, -1.435], [2.488, 2.879, -1.118], [3.770, 2.911, -1.638], [4.208, 1.885, -2.459], [3.359, 0.826, -2.743], [2.069, 0.814, -2.248], [-0.985, 1.745, -2.370], [-0.434, 2.080, -3.606], [-1.196, 1.987, -4.755], [-2.522, 1.588, -4.685], [-3.088, 1.291, -3.455], [-2.325, 1.376, -2.307], [-1.424, -0.968, -2.826], [-3.583, -1.693, -3.816], [-4.308, -4.274, -0.747], [-2.169, -3.686, 0.383], [1.224, 0.390, 2.644], [1.953, -0.506, 4.808], [0.292, -1.059, 6.552], [-2.113, -0.634, 6.125], [-2.838, 0.292, 3.972], [-2.209, -1.657, 2.073], [-4.346, -2.838, 1.719], [-6.283, -1.644, 0.781], [-6.123, 0.774, 0.302], [-3.989, 1.970, 0.692], [2.132, 3.705, -0.513], [4.417, 3.752, -1.427], [5.198, 1.921, -2.896], [3.699, 0.029, -3.391], [1.399, 0.014, -2.531], [0.593, 2.410, -3.668], [-0.752, 2.229, -5.712], [-3.115, 1.520, -5.587], [-4.121, 0.978, -3.391], [-2.754, 1.141, -1.340], [5.324, 1.092, 1.135], [4.334, -0.430, 1.025], [4.444, -1.331, 2.607], [5.021, -1.459, -0.312], [2.918, -0.064, 0.760], [6.361, 0.920, 1.396], [4.846, 1.722, 1.883], [5.247, 1.596, 0.173], [5.430, -1.744, 2.800], [3.697, -2.124, 2.565], [4.171, -0.643, 3.408], [6.099, -1.541, -0.231], [4.754, -0.977, -1.251], [4.577, -2.451, -0.287]],
  "atomic_forces_ev_per_a": [[0.383, 0.501, -0.112], [-0.515, 0.215, -0.228], [0.227, 0.016, 0.130], [0.242, 0.109, -0.061], [0.050, 0.095, -0.146], [-0.424, -0.202, -0.229], [0.031, -0.196, 0.049], [0.232, -0.071, 0.027], [-0.407, -0.025, 0.043], [-0.553, -0.717, 0.474], [0.057, 0.273, -0.023], [0.031, 0.169, -0.400], [0.220, -0.076, 0.098], [0.115, -0.040, 0.039], [-0.041, -0.037, 0.094], [0.062, 0.088, -0.074], [0.038, 0.246, -0.068], [-0.071, 0.027, 0.077], [-0.084, -0.008, 0.139], [-0.062, -0.031, -0.006], [-0.210, 0.041, -0.104], [0.128, -0.009, 0.069], [0.437, -0.220, -0.660], [-0.028, 0.259, 0.190], [-0.163, 0.074, -0.053], [0.322, 0.074, -0.059], [0.157, 0.138, 0.081], [0.003, -0.088, -0.145], [-0.087, -0.158, -0.112], [-0.127, 0.189, 0.092], [-0.005, -0.050, 0.148], [-0.020, 0.013, -0.248], [-0.107, -0.010, -0.072], [-0.088, 0.031, -0.101], [0.055, 0.088, 0.105], [-0.025, 0.067, -0.062], [0.062, 0.082, -0.040], [0.076, -0.061, 0.110], [-0.054, 0.022, 0.148], [-0.115, -0.284, 0.562], [0.039, -0.040, 0.061], [-0.009, -0.006, 0.078], [-0.024, 0.008, 0.048], [0.011, -0.045, 0.027], [-0.063, 0.006, -0.030], [0.005, -0.081, -0.008], [-0.080, -0.010, 0.028], [-0.068, 0.029, -0.050], [-0.055, 0.030, -0.020], [-0.019, 0.025, 0.059], [0.050, 0.030, 0.017], [0.045, -0.013, 0.017], [-0.021, -0.077, -0.066], [-0.002, -0.018, 0.051], [0.012, 0.011, -0.064], [-0.016, 0.016, -0.026], [-0.022, -0.018, -0.033], [-0.093, 0.003, 0.002], [-0.062, -0.088, -0.047], [-0.306, -0.532, -0.032], [0.915, -0.170, 0.154], [-0.002, 0.334, -0.572], [-0.243, 0.327, 0.524], [-0.253, -0.108, 0.043], [0.169, -0.047, 0.042], [0.045, 0.043, 0.099], [0.050, -0.019, -0.040], [0.106, -0.050, -0.006], [0.030, -0.071, 0.023], [0.012, 0.010, -0.003], [0.186, -0.015, 0.033], [0.005, 0.044, -0.021], [-0.085, -0.045, 0.042]],
  "spin_multiplicity": 1,
  "fmax_ev_per_a": 1.02,
  "orbital_gap_ev": 7.066,
  "homo_energy_ev": -7.1
}



Number 1: energy -20388.49518 eV. Number 2: energy -51736.46885 eV. Number 3: energy -73660.04116 eV.